Record 1
{
  "formula": "C44H39MoN3OP3S2",
  "method": "ωB97M-V/def2-TZVPD",
  "symbols": ["Mo", "S", "P", "C", "P", "S", "C", "C", "C", "C", "C", "C", "C", "C", "C", "C", "C", "C", "C", "C", "C", "C", "C", "C", "C", "C", "C", "C", "C", "C", "H", "H", "H", "H", "H", "H", "H", "H", "H", "H", "H", "H", "H", "H", "H", "H", "H", "H", "H", "H", "N", "C", "C", "C", "C", "C", "C", "C", "C", "C", "C", "C", "C", "N", "C", "C", "C", "C", "N", "H", "H", "H", "H", "H", "H", "H", "H", "H", "H", "C", "P", "C", "C", "O", "H", "H", "H", "H", "H", "H", "H", "H", "H"],
  "positions_angstrom": [[-0.9107, -0.6052, -0.1391], [-1.0295, 1.7200, 0.6831], [0.5926, 2.1327, -0.5002], [0.4281, 0.5007, -1.1159], [1.0937, -0.3679, -2.4984], [-0.2425, -1.8854, -2.1033], [2.7739, -0.8723, -2.3421], [3.5290, -0.5749, -1.2033], [4.8373, -1.0246, -1.1264], [5.3797, -1.7646, -2.1709], [4.6251, -2.0579, -3.3033], [3.3202, -1.6091, -3.4000], [0.8280, 0.4015, -4.0667], [1.8890, 1.0799, -4.6856], [1.6578, 1.7655, -5.8693], [0.3855, 1.7707, -6.4299], [-0.6668, 1.0965, -5.8164], [-0.4514, 0.4106, -4.6325], [0.3149, 3.5794, -1.4624], [0.1430, 3.5934, -2.8441], [-0.0664, 4.8078, -3.4815], [-0.1121, 5.9826, -2.7435], [0.0505, 5.9615, -1.3610], [0.2717, 4.7604, -0.7104], [2.1406, 2.2520, 0.3465], [3.2463, 2.7123, -0.3808], [4.4956, 2.7154, 0.2195], [4.6338, 2.2740, 1.5336], [3.5315, 1.8252, 2.2537], [2.2772, 1.8056, 1.6605], [3.1162, 0.0239, -0.4007], [5.4383, -0.7912, -0.2560], [6.4033, -2.1105, -2.1078], [5.0572, -2.6328, -4.1124], [2.7357, -1.8344, -4.2853], [2.8817, 1.0676, -4.2525], [2.4702, 2.2863, -6.3603], [0.2127, 2.2963, -7.3615], [-1.6491, 1.0993, -6.2711], [-1.2646, -0.1247, -4.1605], [0.1612, 2.6787, -3.4176], [-0.1970, 4.8366, -4.5554], [-0.2776, 6.9263, -3.2477], [0.0098, 6.8820, -0.7935], [0.4127, 4.7496, 0.3661], [3.1284, 3.0852, -1.3932], [5.3585, 3.0770, -0.3261], [5.6089, 2.2959, 2.0065], [3.6504, 1.5020, 3.2810], [1.4128, 1.4573, 2.2154], [-2.6764, -0.7190, 9.9611], [-2.5111, -0.7314, 8.8233], [-2.2960, -0.7444, 7.3917], [-2.7929, -1.7929, 6.6241], [-2.5860, -1.8044, 5.2532], [-1.8707, -0.7728, 4.6544], [-1.3675, 0.2752, 5.4224], [-1.5872, 0.2934, 6.7902], [-1.6361, -0.7758, 3.1817], [-0.3288, -1.0951, 2.7469], [0.7296, -1.4858, 3.5486], [1.8175, -1.8524, 2.7301], [1.4241, -1.6719, 1.4340], [0.1256, -1.2160, 1.3987], [-2.7045, -0.4629, 2.3581], [-4.0502, -0.2204, 2.7177], [-4.7536, 0.0695, 1.5684], [-3.8313, 0.0341, 0.5115], [-2.6108, -0.2925, 0.9609], [-3.3374, -2.5962, 7.1030], [-2.9698, -2.6244, 4.6555], [-0.8191, 1.0844, 4.9513], [-1.2123, 1.1069, 7.3973], [0.6940, -1.5152, 4.6285], [2.7752, -2.2322, 3.0528], [1.9614, -1.8800, 0.5260], [-4.4355, -0.2626, 3.7271], [-5.8018, 0.3106, 1.4817], [-4.0102, 0.2674, -0.5285], [-1.8344, -5.1028, -0.8800], [-2.7693, -3.6088, -0.6800], [-3.4756, -3.1761, -2.2626], [-4.0926, -3.9366, 0.4503], [-1.8787, -2.4863, -0.0942], [-2.4836, -5.8851, -1.2832], [-1.4505, -5.4246, 0.0891], [-1.0036, -4.9383, -1.5661], [-4.4333, -3.6853, -2.3875], [-2.8126, -3.4773, -3.0735], [-3.6441, -2.1021, -2.3138], [-4.7277, -4.7293, 0.0478], [-4.6882, -3.0338, 0.5988], [-3.6789, -4.2632, 1.4057]],
  "forces_ev_per_angstrom": [[1.160, 0.163, 0.385], [-0.228, -0.616, -0.365], [-0.050, -0.047, 0.262], [0.068, -0.257, -0.136], [-0.431, -0.068, -0.075], [-0.127, 0.151, 0.107], [0.228, 0.051, 0.154], [0.014, -0.045, -0.105], [0.035, -0.018, -0.022], [-0.005, 0.004, -0.009], [0.042, -0.010, 0.000], [0.034, -0.059, 0.072], [0.116, 0.048, -0.225], [-0.135, -0.024, -0.035], [0.014, -0.035, 0.078], [-0.032, 0.007, -0.019], [0.003, 0.003, 0.007], [0.095, 0.059, -0.087], [0.143, 0.068, -0.184], [-0.115, 0.114, 0.004], [-0.004, -0.016, 0.012], [-0.003, 0.018, 0.005], [-0.002, -0.014, 0.028], [0.025, 0.124, -0.143], [0.148, 0.133, 0.137], [0.008, 0.105, 0.136], [-0.055, -0.008, 0.021], [0.007, 0.013, -0.023], [-0.018, -0.020, 0.002], [0.132, -0.073, -0.009], [-0.010, -0.084, -0.002], [-0.023, -0.008, -0.044], [-0.017, -0.004, 0.002], [-0.006, 0.026, 0.038], [0.013, 0.021, 0.023], [-0.017, -0.004, -0.007], [-0.028, -0.030, 0.025], [0.008, -0.023, 0.042], [0.033, -0.003, 0.018], [-0.030, -0.025, 0.014], [-0.003, 0.010, -0.001], [0.004, 0.000, 0.024], [0.006, -0.025, 0.021], [0.003, -0.023, -0.022], [0.012, -0.009, -0.028], [-0.005, -0.012, 0.032], [-0.049, -0.012, 0.025], [-0.054, 0.000, -0.032], [-0.007, 0.023, -0.057], [0.008, 0.004, 0.003], [0.038, -0.005, -0.277], [0.009, 0.003, -0.072], [-0.017, 0.032, 0.289], [-0.047, -0.095, -0.030], [-0.049, -0.036, 0.037], [0.040, 0.002, -0.099], [0.021, 0.005, 0.042], [0.029, 0.044, -0.026], [-0.191, 0.128, -0.064], [0.235, -0.302, -0.332], [0.128, -0.049, 0.235], [0.082, -0.053, 0.148], [-0.255, 0.158, 0.168], [-0.178, 0.270, -0.372], [0.244, -0.094, -0.275], [-0.347, 0.041, 0.091], [-0.110, -0.003, 0.152], [0.393, -0.024, 0.310], [-0.956, 0.054, 0.363], [0.013, 0.024, -0.019], [0.022, 0.055, 0.046], [-0.035, -0.050, 0.041], [-0.008, -0.018, -0.027], [0.020, -0.029, -0.073], [-0.078, 0.025, 0.005], [0.025, 0.055, -0.118], [0.036, 0.032, -0.098], [0.054, -0.015, 0.008], [0.008, 0.002, -0.047], [0.093, -0.164, 0.012], [0.101, 0.035, 0.192], [-0.015, 0.039, -0.147], [-0.186, -0.016, 0.176], [-0.021, 0.253, -0.300], [0.054, 0.036, 0.021], [0.017, -0.019, -0.036], [0.006, -0.029, 0.002], [0.052, -0.007, 0.000], [-0.006, 0.061, -0.002], [-0.070, 0.060, -0.031], [0.000, 0.041, 0.053], [-0.014, -0.042, 0.017], [-0.039, 0.025, -0.009]],
  "homo_lumo_gap_ev": [5.23, 5.27],
  "e_homo_ev": [-15.767, -15.767],
  "total_charge": 3
}



Record 2
{
  "formula": "C9H14",
  "method": "ωB97M-V/def2-TZVPD",
  "symbols": ["C", "C", "C", "C", "C", "C", "C", "H", "H", "H", "H", "H", "H", "H", "H", "C", "C", "H", "H", "H", "H", "H", "H"],
  "positions_angstrom": [[-0.9334, 2.4172, 0.1780], [-0.8759, 1.2844, -0.8044], [0.4070, 0.8843, -1.1709], [0.5651, 0.0264, -2.2651], [-0.5477, -0.4457, -2.9311], [-1.8239, -0.1950, -2.4466], [-1.9997, 0.7694, -1.4464], [-0.1955, 2.2299, 0.9417], [-1.8454, 2.4266, 0.7890], [-0.8288, 3.4370, -0.1752], [1.2803, 1.3586, -0.7520], [1.5285, 0.0521, -2.7594], [-0.3996, -0.9805, -3.8629], [-2.6617, -0.6383, -2.9700], [-2.9859, 0.6214, -1.0128], [1.0263, -1.4108, 3.2355], [1.8234, -1.8590, 1.9921], [0.3139, -2.2005, 3.4656], [1.6548, -1.2972, 4.1097], [0.4259, -0.5481, 2.9587], [1.8016, -1.1612, 1.1500], [1.4160, -2.7360, 1.4874], [2.8546, -2.0348, 2.2889]],
  "forces_ev_per_angstrom": [[-0.998, -0.488, 1.608], [0.410, 1.170, 0.141], [-0.645, -0.330, -1.163], [0.033, 1.449, -0.106], [0.150, -0.448, -0.359], [0.672, 0.775, -0.512], [-0.097, -2.800, 0.186], [0.673, 0.225, 0.154], [-0.235, -0.113, -0.434], [0.225, -0.062, -0.578], [0.026, 0.036, 0.275], [0.174, -0.756, 0.214], [-0.118, -0.205, 0.131], [-0.156, 0.007, 0.258], [-0.101, 1.523, 0.209], [-0.522, -0.815, -1.176], [0.083, 0.091, -0.274], [-0.118, -0.013, 0.243], [0.018, 0.493, 0.027], [0.136, 0.328, 0.553], [0.217, 0.487, 0.442], [0.056, -0.374, 0.533], [0.115, -0.183, -0.374]],
  "smiles": "Cc1ccccc1.CC",
  "homo_lumo_gap_ev": 10.05,
  "e_homo_ev": -9.065,
  "total_charge": 0,
  "e_above_lowest_kj_mol": 101.5
}



Energy across the listed records, respectively: -104149.1453; -9559.1297 eV.